(1)
# C40H34BrN7O3RbS3

A molecular structure, C40H34BrN7O3RbS3 in a non-equilibrium geometry (wB97M-V/def2-TZVPD, the OMol25 dataset).

Positions of all 89 atoms, in Å:
Rb1 -17.46 -8.05 10.74
Br1 -15.37 1.08 10.09
S1 -16.41 -6.94 5.14
S2 -14.99 -10.81 10.49
S3 -22.07 -7.84 7.88
O1 -14.76 -9.44 9.97
O2 -16.87 -6.98 13.31
O3 -15.01 -5.52 10.79
N1 -19.71 -7.54 8.82
N2 -18.17 -1.02 15.10
N3 -17.14 -7.40 7.54
N4 -19.39 -11.32 11.74
N5 -19.16 -10.13 12.16
N6 -18.41 -5.34 11.71
N7 -18.31 -2.18 15.53
C1 -17.29 -5.64 15.17
C2 -15.19 -5.11 9.76
C3 -20.14 -8.09 15.06
C4 -20.78 -7.62 6.78
C5 -19.12 -13.00 10.07
C6 -16.09 -7.27 6.81
C7 -19.70 -9.86 13.44
C8 -18.09 -6.98 5.49
C9 -20.15 -10.80 14.36
C10 -14.70 -7.41 7.30
C11 -15.73 -0.81 12.25
C12 -19.12 -2.84 12.65
C13 -18.04 -10.82 9.70
C14 -18.81 -11.67 10.49
C15 -16.28 0.28 11.61
C16 -21.39 -7.84 10.58
C17 -15.05 -11.83 12.94
C18 -16.35 -1.30 13.40
C19 -17.56 -0.73 13.85
C20 -19.70 -8.49 13.80
C21 -18.09 -4.96 12.96
C22 -18.74 -13.44 8.81
C23 -13.40 -11.45 11.19
C24 -18.31 -7.27 6.80
C25 -17.67 -4.42 15.66
C26 -20.56 -9.07 15.98
C27 -17.49 0.86 12.01
C28 -18.10 0.35 13.13
C29 -18.07 -12.56 7.96
C30 -17.68 -11.29 8.42
C31 -18.45 -3.70 13.49
C32 -19.40 -3.20 11.37
C33 -20.58 -10.39 15.61
C34 -19.60 -7.44 7.43
C35 -18.16 -3.38 14.86
C36 -13.54 -11.71 12.71
C37 -15.71 -10.69 12.16
C38 -20.93 -7.72 9.17
C39 -19.03 -4.48 10.93
C40 -17.38 -5.94 13.80
H1 -17.07 -10.70 7.72
H2 -20.94 -7.58 5.72
H3 -18.94 -14.43 8.43
H4 -15.39 -12.80 12.53
H5 -12.67 -10.68 11.00
H6 -16.80 -10.76 12.07
H7 -13.12 -10.86 13.26
H8 -19.01 0.79 13.50
H9 -19.27 -4.82 9.93
H10 -18.88 -6.81 4.74
H11 -15.86 -2.13 13.92
H12 -21.13 -6.94 11.12
H13 -20.98 -11.12 16.30
H14 -13.00 -12.61 13.01
H15 -19.41 -7.71 13.11
H16 -14.40 -6.47 7.78
H17 -14.63 -8.22 8.02
H18 -22.49 -7.96 10.61
H19 -20.87 -8.77 16.96
H20 -19.63 -13.71 10.72
H21 -13.17 -12.35 10.62
H22 -20.92 -8.70 11.07
H23 -17.89 1.71 11.48
H24 -20.14 -7.04 15.33
H25 -20.10 -11.84 14.06
H26 -15.32 -11.83 14.00
H27 -15.43 -9.71 12.58
H28 -19.91 -2.53 10.69
H29 -13.99 -7.59 6.49
H30 -19.46 -1.87 13.01
H31 -17.84 -12.86 6.94
H32 -16.86 -6.41 15.80
H33 -17.50 -4.22 16.71
H34 -14.82 -1.24 11.88

Values from the calculation:
* net charge: -1
* spin multiplicity: 1
* frontier orbital gap: 5.9 eV
* energy relative to the best compared isomer or geometry (same formula, charge and spin): 3.250 eV
* LUMO: 1.92 eV
* electronic energy: -5946.308676 a.u.
* E_HOMO: -3.9916 eV

(2)
# C40H34Cl3N5O4Ti

A molecular structure, C40H34Cl3N5O4Ti in a non-equilibrium geometry (wB97M-V/def2-TZVPD, the OMol25 dataset).

Positions of all 87 atoms, in Å:
Ti1 -0.73 0.14 -1.05
Cl1 2.81 -0.30 1.48
Cl2 3.28 -5.53 0.17
Cl3 -0.46 3.07 6.19
O1 -0.87 -2.29 -0.93
O2 0.34 1.59 -0.20
O3 -0.51 -0.97 0.77
O4 0.73 3.76 -0.42
N1 1.19 -0.39 -2.02
N2 1.89 -3.21 1.34
N3 -2.38 -0.44 -2.27
N4 -2.38 1.39 -0.01
N5 -0.65 1.46 -2.93
C1 -4.70 -0.85 -3.85
C2 -2.81 2.53 -0.58
C3 5.85 -2.48 0.13
C4 -1.21 0.65 -4.02
C5 -0.11 -2.17 4.86
C6 -0.16 -2.91 2.56
C7 5.27 -3.74 -0.02
C8 1.27 -2.13 4.82
C9 -0.13 4.15 3.73
C10 1.61 0.48 -2.95
C11 2.80 0.28 -3.64
C12 -3.49 -1.05 -1.78
C13 1.95 -2.48 3.67
C14 0.32 1.68 2.53
C15 0.51 2.77 0.27
C16 -1.35 2.74 -2.73
C17 0.09 1.74 3.90
C18 5.08 -1.45 0.65
C19 3.98 -3.95 0.40
C20 0.34 2.84 1.77
C21 -2.55 1.22 1.31
C22 -3.55 3.36 1.55
C23 -3.14 2.17 2.13
C24 3.20 -1.65 -2.27
C25 0.13 4.08 2.37
C26 1.97 -1.41 -1.67
C27 -0.14 2.98 4.48
C28 -4.63 -1.26 -2.52
C29 0.77 1.71 -3.18
C30 -3.57 -0.22 -4.36
C31 1.24 -2.85 2.53
C32 -0.76 -2.12 0.30
C33 -0.89 -3.26 1.30
C34 3.19 -2.95 0.98
C35 -0.81 -2.58 3.73
C36 -3.39 3.54 0.18
C37 3.61 -0.80 -3.29
C38 -2.73 2.70 -2.08
C39 -2.46 -0.04 -3.57
C40 3.77 -1.68 1.04
H1 1.11 2.47 -2.46
H2 -1.46 3.23 -3.72
H3 4.54 -0.96 -3.80
H4 -5.46 -1.75 -2.04
H5 -3.54 0.14 -5.38
H6 0.45 0.72 2.05
H7 0.08 0.85 4.50
H8 1.49 -4.01 0.88
H9 -5.58 -1.00 -4.44
H10 5.82 -4.56 -0.45
H11 5.48 -0.45 0.74
H12 3.03 -2.46 3.65
H13 1.83 -1.83 5.70
H14 1.60 -2.06 -0.89
H15 -3.98 4.15 2.15
H16 -0.64 -1.90 5.76
H17 3.08 0.98 -4.42
H18 -3.70 4.45 -0.31
H19 -3.23 1.98 3.19
H20 0.94 2.09 -4.20
H21 -3.20 3.66 -2.31
H22 -3.42 -1.37 -0.75
H23 -0.49 -4.16 0.82
H24 -1.95 -3.48 1.47
H25 -0.68 3.37 -2.12
H26 6.86 -2.30 -0.18
H27 -3.36 1.94 -2.55
H28 3.80 -2.49 -1.95
H29 -0.45 -0.10 -4.27
H30 -2.15 0.30 1.72
H31 0.15 4.97 1.77
H32 -0.31 5.10 4.22
H33 -1.89 -2.61 3.75
H34 -1.38 1.27 -4.91

Values from the calculation:
* spin multiplicity: 3
* frontier orbital gap (spin up / spin down): 5.2 / 8.3 eV
* energy relative to the best compared isomer or geometry (same formula, charge and spin): 0.000 eV
* LUMO (spin up / spin down): 0.28 / 0.45 eV
* electronic energy: -4349.684505 a.u.
* E_HOMO (spin up / spin down): -4.9415 / -7.8495 eV

(3)
# C40H34IN7O6STi

A molecular structure, C40H34IN7O6STi in a non-equilibrium geometry (wB97M-V/def2-TZVPD, the OMol25 dataset).

Positions of all 90 atoms, in Å:
I1 0.58 -8.76 0.94
Ti1 0.24 -0.07 0.60
S1 0.75 3.21 -0.66
O1 0.02 -1.80 -0.16
O2 2.00 2.80 -1.25
O3 -2.01 1.51 3.71
O4 0.81 3.97 0.56
O5 0.93 -1.65 1.81
O6 4.27 1.00 0.63
N1 -0.17 1.90 -0.37
N2 -1.61 2.04 -2.28
N3 -1.46 7.20 -4.50
N4 1.00 1.20 1.90
N5 -1.27 0.14 2.01
N6 2.27 -0.04 0.08
N7 -1.36 0.10 -0.92
C1 0.54 -2.43 0.87
C2 0.59 -3.85 0.91
C3 -0.17 -5.97 -0.04
C4 2.80 2.58 2.58
C5 -1.54 -2.44 3.39
C6 4.03 -1.94 1.50
C7 -2.48 -0.58 1.91
C8 1.40 -5.95 1.83
C9 -4.77 -2.13 1.44
C10 0.22 1.73 2.85
C11 -0.99 6.22 -3.61
C12 3.86 -3.34 -2.01
C13 2.00 3.14 3.57
C14 0.53 4.42 -3.12
C15 -4.71 -0.82 1.01
C16 -0.98 5.20 -1.43
C17 4.15 -3.17 -0.66
C18 -2.16 -0.58 -1.73
C19 3.68 -2.07 0.05
C20 -0.18 -4.60 -0.04
C21 -2.59 -1.87 2.46
C22 -2.44 1.35 -3.05
C23 1.37 -4.58 1.85
C24 -3.72 -2.64 2.19
C25 2.27 1.61 1.76
C26 -1.16 1.13 2.90
C27 -2.74 0.02 -2.84
C28 0.03 5.35 -4.00
C29 -3.60 -0.03 1.26
C30 0.01 4.33 -1.84
C31 2.57 -1.30 -1.97
C32 -3.63 1.43 0.85
C33 0.64 -6.65 0.88
C34 3.07 -2.40 -2.65
C35 2.86 -1.12 -0.61
C36 0.69 2.70 3.71
C37 -1.49 6.14 -2.31
C38 3.05 0.82 0.74
C39 -1.06 1.38 -1.25
C40 1.70 -0.30 -2.69
H1 0.65 -0.56 -2.54
H2 -1.36 5.13 -0.41
H3 -2.27 6.82 -2.00
H4 -1.33 6.96 -5.47
H5 2.02 -6.50 2.53
H6 1.87 0.70 -2.30
H7 -0.79 -4.04 -0.74
H8 4.75 -1.13 1.63
H9 -3.77 -3.65 2.58
H10 4.75 -3.91 -0.14
H11 -3.89 1.53 -0.20
H12 3.14 -1.69 2.08
H13 -1.32 -3.48 3.13
H14 -1.91 -2.40 4.42
H15 2.39 3.91 4.22
H16 4.23 -4.21 -2.54
H17 2.85 -2.52 -3.71
H18 -2.67 1.90 1.02
H19 -4.38 1.95 1.44
H20 -5.55 -0.39 0.47
H21 0.43 5.42 -5.01
H22 3.83 2.88 2.43
H23 -2.41 7.49 -4.32
H24 -0.62 -1.87 3.33
H25 -0.78 -6.52 -0.75
H26 1.97 -4.03 2.56
H27 4.46 -2.87 1.88
H28 -2.33 -1.62 -1.48
H29 1.92 -0.31 -3.76
H30 1.32 3.73 -3.40
H31 -3.40 -0.53 -3.50
H32 -2.88 1.91 -3.87
H33 -5.62 -2.75 1.21
H34 0.03 3.08 4.47

Values from the calculation:
* net charge: -2
* spin multiplicity: 3
* frontier orbital gap (spin up / spin down): 3.2 / 6.5 eV
* energy relative to the best compared isomer or geometry (same formula, charge and spin): 0.000 eV
* LUMO (spin up / spin down): 3.72 / 3.68 eV
* electronic energy: -3925.046183 a.u.
* E_HOMO (spin up / spin down): 0.5486 / -2.8182 eV

(4)
# C40H34N3P2ReS2

A molecular structure, C40H34N3P2ReS2 (wB97M-V/def2-TZVPD, the OMol25 dataset).

Positions of all 82 atoms, in Å:
Re1 0.78 0.83 0.21
S1 4.09 -1.19 -2.23
S2 4.11 2.34 3.09
P1 0.17 -0.92 1.64
P2 -1.26 0.64 -1.05
N1 -1.78 -1.94 -0.22
N2 1.92 -0.16 -0.89
N3 2.36 1.79 1.32
C1 -1.83 1.41 5.01
C2 -2.31 -0.08 -3.52
C3 -0.98 -0.70 4.21
C4 -2.25 2.14 -0.90
C5 -2.26 -0.27 -4.89
C6 -3.72 3.58 0.36
C7 2.07 -1.88 3.44
C8 -1.47 2.03 3.82
C9 0.10 0.24 -4.87
C10 -0.89 -3.97 -1.19
C11 2.15 -2.78 1.20
C12 -3.78 4.46 -0.72
C13 3.37 2.51 0.65
C14 3.24 -3.55 1.54
C15 -0.99 -4.97 -2.12
C16 3.35 2.89 -0.69
C17 1.55 -1.94 2.15
C18 -3.06 4.19 -1.87
C19 -2.43 -0.64 -0.36
C20 0.05 0.43 -3.50
C21 -1.13 -2.15 1.07
C22 -0.60 -0.08 3.02
C23 -2.30 3.04 -1.97
C24 -3.06 -3.99 -2.96
C25 -1.59 0.05 5.20
C26 -2.08 -4.99 -3.00
C27 -0.85 1.28 2.83
C28 3.17 -2.65 3.78
C29 -1.87 -2.93 -1.15
C30 5.51 3.60 0.99
C31 2.66 1.66 2.60
C32 2.88 -0.60 -1.47
C33 -1.15 0.26 -2.81
C34 5.50 3.95 -0.34
C35 -2.96 2.43 0.27
C36 -1.05 -0.11 -5.57
C37 -2.96 -2.97 -2.06
C38 4.43 3.60 -1.18
C39 3.75 -3.49 2.84
C40 4.42 2.88 1.47
H1 -3.31 -0.68 -0.99
H2 -1.92 -2.07 1.82
H3 -1.76 2.83 -2.89
H4 -3.16 -0.52 -5.43
H5 -2.30 1.99 5.79
H6 -3.27 -0.14 -3.03
H7 -3.10 4.88 -2.71
H8 1.78 -2.81 0.18
H9 -3.76 -2.25 -1.99
H10 0.94 0.72 -2.97
H11 -0.80 -1.76 4.37
H12 1.03 0.39 -5.40
H13 -1.66 3.09 3.67
H14 -1.88 -0.42 6.13
H15 -1.01 -0.26 -6.64
H16 4.60 -4.10 3.11
H17 -4.28 3.79 1.26
H18 3.56 -2.61 4.79
H19 2.51 2.66 -1.35
H20 4.44 3.92 -2.21
H21 -0.23 -5.74 -2.17
H22 1.63 -1.23 4.19
H23 -2.74 -0.31 0.63
H24 3.70 -4.20 0.81
H25 2.01 1.15 3.30
H26 -0.59 1.79 1.89
H27 -2.92 1.77 1.13
H28 -0.71 -3.15 1.15
H29 -0.03 -3.94 -0.53
H30 -2.17 -5.80 -3.72
H31 6.33 4.51 -0.75
H32 -4.38 5.35 -0.65
H33 6.33 3.89 1.64
H34 -3.92 -4.05 -3.62

Values from the calculation:
* net charge: +3
* spin multiplicity: 4
* frontier orbital gap (spin up / spin down): 7.1 / 5.6 eV
* energy relative to the best compared isomer or geometry (same formula, charge and spin): 0.000 eV
* LUMO (spin up / spin down): -8.91 / -10.65 eV
* electronic energy: -3265.367656 a.u.
* E_HOMO (spin up / spin down): -15.9862 / -16.2930 eV

(5)
# C40H34O9

3 unconnected molecules or ions with the total composition C40H34O9 (wB97M-V/def2-TZVPD, the OMol25 dataset).

Positions of all 83 atoms, in Å:
O1 3.54 3.17 -0.89
O2 -1.30 -2.50 0.01
O3 -4.17 3.15 -0.43
O4 2.05 0.73 -3.03
O5 1.46 2.38 -0.63
O6 -0.86 0.82 -2.14
O7 -4.29 2.72 4.91
O8 5.55 3.58 -1.80
O9 0.89 -3.93 4.69
C1 -0.72 -5.80 3.39
C2 -7.83 2.34 1.41
C3 -0.12 -0.30 -2.61
C4 5.46 -0.84 -2.62
C5 -0.60 3.37 3.06
C6 -0.81 -2.82 1.07
C7 -5.50 2.63 2.89
C8 5.12 -0.96 -4.10
C9 -0.57 3.47 1.67
C10 4.91 1.67 -4.05
C11 -2.94 3.13 1.59
C12 0.09 -1.90 1.81
C13 0.41 -3.61 3.63
C14 -1.73 3.35 0.94
C15 -2.13 -6.31 1.51
C16 2.49 2.38 -1.23
C17 -1.89 -5.05 0.98
C18 -4.19 3.02 0.77
C19 4.54 2.98 -1.86
C20 -1.55 -6.69 2.71
C21 -4.26 2.79 3.70
C22 1.52 -1.39 3.69
C23 4.12 -2.10 -4.30
C24 1.34 -0.22 -2.20
C25 -1.07 -4.16 1.66
C26 0.35 -0.64 1.28
C27 -2.98 3.03 2.98
C28 -6.64 2.60 0.76
C29 -0.48 -4.54 2.87
C30 -6.70 2.36 3.53
C31 4.07 2.00 -2.86
C32 0.67 -2.27 3.03
C33 1.21 0.23 1.93
C34 -5.46 2.75 1.50
C35 -1.80 3.16 3.71
C36 4.62 0.35 -4.77
C37 1.79 -0.15 3.14
C38 -0.32 -0.41 -4.11
C39 2.87 1.58 -2.44
C40 -7.86 2.21 2.80
H1 5.83 -1.79 -2.24
H2 6.04 -1.26 -4.62
H3 -1.73 3.42 -0.14
H4 1.83 -1.19 -2.30
H5 -8.74 2.22 0.84
H6 0.31 3.46 3.63
H7 -0.51 -1.21 -2.14
H8 3.54 0.26 -4.95
H9 4.80 2.50 -4.76
H10 0.10 -1.34 -4.49
H11 5.08 0.43 -5.76
H12 -8.79 2.00 3.30
H13 -1.39 -0.42 -4.32
H14 -0.13 -0.36 0.36
H15 3.62 -2.04 -5.27
H16 0.38 3.62 1.16
H17 -1.73 -7.67 3.12
H18 -0.26 -6.08 4.33
H19 -0.37 1.28 -1.45
H20 -2.78 -7.00 0.98
H21 4.60 -3.07 -4.23
H22 -2.34 -4.74 0.05
H23 0.13 0.43 -4.63
H24 1.96 -1.69 4.63
H25 5.96 1.71 -3.73
H26 -6.70 2.27 4.61
H27 6.23 -0.09 -2.41
H28 -1.85 3.08 4.79
H29 -6.59 2.70 -0.31
H30 4.57 -0.58 -2.04
H31 1.41 1.20 1.50
H32 2.46 0.54 3.65
H33 3.34 -2.06 -3.53
H34 1.41 0.10 -1.17

Values from the calculation:
* SMILES: CC(C)CCC1=C(OC[C@H](C)O)C(=O)OC1=O.O=C1c2ccccc2C(=O)c2ccccc21.O=C1c2ccccc2C(=O)c2ccccc21
* spin multiplicity: 1
* frontier orbital gap: 8.6 eV
* energy relative to the best compared isomer or geometry (same formula, charge and spin): 0.000 eV
* LUMO: -1.08 eV
* electronic energy: -2221.882639 a.u.
* E_HOMO: -9.6402 eV

- Which formula does entry 5 have?
  C40H34O9

- Look up the spin multiplicity of the fifth one.
  1

- Which value of electronic energy does entry 4 give?
  -3265.367656 a.u.